No. 1
Molecular formula: C5H9BrNS
Method: DFT, wB97M-V/def2-TZVPD

Last column: Löwdin charge in e.
Geometry (Å):
1 C -0.51000 -0.13042 -1.52843  -0.09
2 C 0.30812 -1.13604 -1.87462  -0.31
3 C 0.38850 -0.77133 0.51242  -0.46
4 C -1.82163 0.13091 0.52135  -0.03
5 C 2.07248 0.67717 0.96382  -0.42
6 N -0.51884 0.17330 -0.08084  -0.25
7 S 0.96905 -2.01653 -0.52414  1.03
8 Br 1.42972 2.41377 0.56266  0.81
9 H -0.98809 0.57829 -2.25655  0.16
10 H 0.51619 -1.43964 -2.83649  0.07
11 H 0.10646 -0.97002 1.60353  0.14
12 H -2.45747 -0.76459 0.40266  0.14
13 H -1.81659 0.20856 1.56352  0.09
14 H -2.54751 0.89235 0.36030  0.11
15 H 2.92058 0.45957 0.38758  0.01
16 H 2.13618 0.53249 2.00314  0.00
17 H -0.18715 1.16215 0.22010  0.02

As for the net charge: +1. Its LUMO energy is -3.907 eV. The calculation puts the maximum force at 0.1009 Eh/bohr. Its energy above the lowest of the compared OMol25 structures with the same formula, charge and spin is 1.240 eV. The gap between HOMO and LUMO is 8.7 eV.

***

No. 2
Molecular formula: C2H6N4S
Method: DFT, wB97M-V/def2-TZVPD

Last column: Löwdin charge in e.
Geometry (Å):
1 C -0.22521 0.73680 -0.52329  -0.28
2 C 0.05941 -1.38699 0.58287  -0.44
3 H 2.75777 1.99924 -0.06977  0.08
4 H 1.80848 2.31931 -1.59222  0.16
5 H -0.97057 1.13461 -1.22344  0.08
6 H -2.44904 -0.39272 1.25065  -0.03
7 H 1.08468 -1.12002 0.83794  0.12
8 H -1.27353 -2.72575 0.65624  0.10
9 N 1.79659 2.01013 -0.47815  -0.05
10 N 0.93250 0.98607 -0.13107  -0.08
11 N -0.74093 -0.60271 -0.24288  -0.46
12 N -0.26664 -2.40172 1.16184  0.06
13 S -2.51352 -0.55626 -0.22872  0.74

As for the net charge: 0. Its LUMO energy is 0.563 eV. The calculation puts the maximum force at 0.1437 Eh/bohr. Its energy above the lowest of the compared OMol25 structures with the same formula, charge and spin is 4.191 eV. The gap between HOMO and LUMO is 8.9 eV. Its structure (SMILES) is [H]/N=C\N(S)/C=N/N.

***

No. 3
Molecular formula: C25H45ClNO3PSn
Method: DFT, wB97M-V/def2-TZVPD

Last column: Löwdin charge in e.
Geometry (Å):
1 Sn 0.07013 -0.70686 0.06360  0.83
2 P -0.61043 1.18934 -2.02756  1.05
3 Cl -1.50312 -2.30366 -0.71278  0.02
4 C 1.96050 -0.96158 -0.86406  -0.17
5 H 2.81603 -0.30182 -0.75674  -0.04
6 H 2.07834 -1.90583 -1.41938  -0.01
7 C -2.46917 1.30448 -1.87046  -0.43
8 C -0.23115 0.07892 -3.49011  -0.44
9 C -3.18662 2.29129 -2.79856  -0.22
10 H -2.78041 0.27414 -2.13165  0.11
11 C -4.69788 2.14897 -2.64197  -0.19
12 H -2.89864 3.32046 -2.54630  0.10
13 H -2.90361 2.13630 -3.84923  0.10
14 C -5.16834 2.27535 -1.18460  -0.20
15 H -5.18954 2.90688 -3.26054  0.11
16 H -4.99927 1.16966 -3.02796  0.12
17 C -4.35897 1.42981 -0.20092  -0.19
18 H -5.08593 3.32678 -0.88829  0.11
19 H -6.22686 1.99816 -1.11951  0.11
20 C -2.84675 1.57913 -0.39898  -0.23
21 H -4.60387 1.70279 0.83179  0.11
22 H -4.61759 0.37278 -0.32894  0.12
23 H -2.54687 2.60655 -0.13170  0.11
24 H -2.30989 0.90157 0.28756  0.06
25 C 0.03710 2.87676 -2.47376  -0.42
26 C 1.22732 0.27729 -3.93446  -0.22
27 H -0.29658 -0.92553 -3.02841  0.07
28 C 1.60483 -0.78971 -4.96282  -0.20
29 H 1.36184 1.28078 -4.36814  0.10
30 H 1.89190 0.18647 -3.06154  0.08
31 C 0.62653 -0.86424 -6.13151  -0.20
32 H 2.62328 -0.59931 -5.32025  0.11
33 H 1.60897 -1.75216 -4.43903  0.11
34 C -0.84955 -0.92717 -5.70082  -0.19
35 H 0.76594 0.02064 -6.76325  0.11
36 H 0.86253 -1.73970 -6.74822  0.11
37 C -1.22328 0.13421 -4.66431  -0.20
38 H -1.49783 -0.80987 -6.57610  0.11
39 H -1.07505 -1.91737 -5.28494  0.12
40 H -1.20196 1.12938 -5.13444  0.10
41 H -2.25707 -0.02361 -4.31818  0.11
42 C -0.34010 3.92842 -1.42024  -0.21
43 H 1.12894 2.69474 -2.41180  0.11
44 C 0.44480 5.23176 -1.64916  -0.19
45 H -1.41885 4.14712 -1.47456  0.10
46 H -0.14782 3.55598 -0.40199  0.07
47 C 0.31321 5.76721 -3.07757  -0.20
48 H 0.09751 5.98180 -0.92699  0.11
49 H 1.50310 5.03572 -1.43655  0.11
50 C 0.52792 4.69157 -4.15340  -0.19
51 H -0.69122 6.18611 -3.20500  0.11
52 H 1.03065 6.58445 -3.22326  0.11
53 C -0.26844 3.41110 -3.88474  -0.20
54 H 0.25323 5.08354 -5.14225  0.11
55 H 1.59318 4.43408 -4.18615  0.11
56 H -1.33706 3.64245 -3.98625  0.10
57 H -0.04478 2.66264 -4.65444  0.08
58 C 0.64411 2.15996 1.69066  -0.14
59 C 1.77081 1.98080 0.96738  -0.15
60 H -0.29216 2.49829 1.22595  0.08
61 C 3.03277 1.41431 1.52992  -0.20
62 H 1.80319 2.22289 -0.10295  0.09
63 C 2.80548 0.71520 2.88142  -0.19
64 H 3.45766 0.69419 0.82208  0.08
65 H 3.78873 2.21108 1.64819  0.12
66 C 1.87760 1.51448 3.78334  -0.19
67 H 2.37303 -0.28081 2.70388  0.10
68 H 3.77064 0.56790 3.37679  0.11
69 C 0.51613 1.80064 3.12618  -0.20
70 H 1.71400 0.97226 4.72166  0.11
71 H 2.33999 2.48008 4.01257  0.11
72 H -0.09547 0.88559 3.19797  0.09
73 H -0.02110 2.56769 3.70889  0.12
74 O 0.68523 -3.08707 1.50371  -0.05
75 N 0.25982 -2.42175 2.48022  -0.46
76 O 0.11904 -2.78678 3.64407  0.08
77 O -0.12812 -1.11213 2.17332  -0.30

As for the net charge: 0. Its LUMO energy (spin up / spin down) is -0.859 / -0.740 eV. The calculation puts the maximum force at 0.0505 Eh/bohr. The gap between HOMO and LUMO (spin up / spin down) is 7.8 / 5.9 eV.

***

No. 4
Molecular formula: C6H7F2N3
Method: DFT, wB97M-V/def2-TZVPD

Last column: Löwdin charge in e.
Geometry (Å):
1 C -2.29443 1.08644 -0.50548  -0.06
2 C -1.83855 0.83896 0.80640  -0.09
3 C -1.78815 0.36326 -1.57356  -0.08
4 C -0.78708 0.00972 0.95915  -0.07
5 C -0.90164 -0.65850 -1.32292  0.00
6 C -0.22305 -0.73162 -0.09552  -0.32
7 N 1.55583 -1.48348 1.04588  0.10
8 N 0.73899 -1.63068 0.10187  0.03
9 N 3.13883 0.73423 0.62111  0.01
10 F 2.35728 1.49285 -0.21032  -0.08
11 F 3.87293 -0.06938 -0.29998  -0.10
12 H -2.92053 1.85544 -0.91272  0.10
13 H -2.24538 1.21292 1.81463  0.14
14 H -2.26524 0.50460 -2.46714  0.08
15 H -0.44613 -0.20525 2.06628  0.15
16 H -0.37459 -1.11845 -2.14164  0.11
17 H 2.04229 -2.29043 1.14780  0.04
18 H 2.37863 0.08934 0.96615  0.05

As for the net charge: 0. Its LUMO energy (spin up / spin down) is -0.832 / -0.832 eV. The calculation puts the maximum force at 0.0943 Eh/bohr. Its energy above the lowest of the compared OMol25 structures with the same formula, charge and spin is 0.000 eV. The gap between HOMO and LUMO (spin up / spin down) is 8.5 / 8.5 eV. Its structure (SMILES) is [H]/N=N/c1ccccc1.FNF.

***

No. 5
Molecular formula: C5H8MgO5V
Method: DFT, wB97M-V/def2-TZVPD

Last column: Mulliken spin population.
Geometry (Å):
1 C -1.66264 -1.23311 -1.18341  -0.03
2 O -2.59026 -1.34651 -2.00440  0.04
3 O -1.16030 -2.14673 -0.48320  0.02
4 V -2.87340 -1.90949 -3.65743  3.94
5 O -1.89013 -0.03137 0.31451  -0.01
6 C -1.53414 1.29798 0.01687  0.00
7 C -0.12818 1.19353 -0.54448  0.02
8 O 0.56602 0.55562 0.41270  0.01
9 C 1.99311 0.36325 0.44966  0.00
10 C 2.22619 -0.43716 1.73361  0.00
11 O 1.34693 -1.50185 1.83097  0.00
12 Mg -0.44089 -1.26414 1.21628  0.00
13 H -1.56835 2.04573 0.82751  0.00
14 H -2.17224 1.67979 -0.80234  0.00
15 H 0.31612 2.14234 -0.87519  0.00
16 H -0.58022 -0.02575 -1.55213  0.00
17 H 2.47646 1.34889 0.43856  0.00
18 H 2.26050 -0.22538 -0.43966  0.00
19 H 2.13245 0.26069 2.59063  0.00
20 H 3.28298 -0.76633 1.71094  0.00

As for the net charge: +1. Its LUMO energy (spin up / spin down) is -5.295 / -5.285 eV. The calculation puts the maximum force at 0.0804 Eh/bohr. As for the spin multiplicity: 5. Its energy above the lowest of the compared OMol25 structures with the same formula, charge and spin is 1.987 eV. The gap between HOMO and LUMO (spin up / spin down) is 5.9 / 6.9 eV.

***

No. 6
Molecular formula: C10H11N3O2
Method: DFT, wB97M-V/def2-TZVPD

Last column: Löwdin charge in e.
Geometry (Å):
1 C 2.77325 -2.20330 -5.55704  -0.07
2 C 1.83913 -2.32849 -4.45546  -0.27
3 N 1.06498 -2.39665 -3.60128  0.14
4 H 2.34560 -1.50290 -6.27659  0.09
5 H 2.93361 -3.15448 -6.05296  0.08
6 H 3.71647 -1.80929 -5.19011  0.08
7 C 1.28450 -3.85491 -0.40605  -0.08
8 C 1.35218 -2.45410 -0.00666  -0.28
9 N 1.39930 -1.37584 0.35117  0.14
10 H 2.29896 -4.22617 -0.54662  0.08
11 H 0.73478 -4.00941 -1.32916  0.06
12 H 0.79204 -4.40824 0.39375  0.08
13 C -0.17011 1.27310 2.79815  -0.07
14 C -0.62632 2.22874 3.70662  -0.07
15 C -1.65712 3.08066 3.36317  -0.01
16 C -2.23404 2.93580 2.11976  -0.16
17 C -1.83698 1.96877 1.22298  0.00
18 C -0.77784 1.12790 1.56070  -0.06
19 N -3.34605 3.82653 1.74830  -0.36
20 O -3.73282 3.78913 0.60125  0.08
21 O -3.88648 4.45505 2.62979  0.08
22 H 0.64992 0.62989 3.09772  0.11
23 H -0.17458 2.29949 4.68707  0.11
24 H -2.03565 3.83760 4.03205  0.12
25 H -2.29226 1.88434 0.24640  0.12
26 H -0.41449 0.38679 0.86305  0.07

As for the net charge: 0. Its LUMO energy is 0.007 eV. The calculation puts the maximum force at 0.0268 Eh/bohr. Its energy above the lowest of the compared OMol25 structures with the same formula, charge and spin is 3.743 eV. The gap between HOMO and LUMO is 9.7 eV. Its structure (SMILES) is O=[N+]([O-])c1ccccc1.CC#N.CC#N.